Entry 1:
The following is a quantum chemistry calculation of a 17-piece molecular cluster, C66H177N11O28 overall at a distorted geometry, from the Open Molecules 2025 dataset.

Element x y z (Å)
C -5.661 0.217 10.429
O -5.797 0.203 9.038
C -5.957 1.498 8.479
C -6.182 1.361 6.938
N -5.086 0.950 6.168
C -4.024 1.937 6.003
C -3.215 1.648 4.739
O -2.106 2.542 4.662
C -1.330 2.182 3.531
H -5.487 -0.781 10.832
H -6.550 0.635 10.915
H -4.791 0.859 10.757
H -5.115 2.238 8.770
H -6.929 2.004 8.722
H -6.392 2.313 6.496
H -7.082 0.712 6.778
H -4.739 0.080 6.540
H -3.290 2.151 6.851
H -4.606 2.852 5.851
H -3.855 1.790 3.841
H -2.794 0.661 4.776
H -1.069 1.177 3.732
H -0.534 2.914 3.409
H -1.969 2.116 2.642
C 5.496 0.794 -0.184
O 4.918 0.092 0.966
C 4.880 0.718 2.221
C 6.304 0.712 2.770
N 6.754 -0.625 2.932
C 8.073 -0.841 3.390
C 8.395 -2.257 3.781
O 8.173 -3.152 2.690
C 8.492 -4.435 3.021
H 6.575 0.972 -0.116
H 5.075 1.858 -0.220
H 5.191 0.259 -1.094
H 4.198 0.173 2.878
H 4.440 1.689 2.123
H 6.388 1.204 3.741
H 6.976 1.364 2.110
H 6.596 -1.196 2.090
H 8.173 -0.277 4.294
H 8.915 -0.524 2.684
H 7.673 -2.518 4.606
H 9.423 -2.187 4.065
H 7.865 -4.934 3.771
H 9.441 -4.550 3.364
H 8.359 -5.059 2.100
C -5.539 2.794 1.636
O -5.923 1.794 0.839
C -6.209 0.695 1.615
C -6.566 -0.472 0.833
N -5.520 -0.752 -0.175
C -5.656 0.051 -1.399
C -5.266 -0.774 -2.547
O -5.123 -0.101 -3.753
C -4.449 -0.973 -4.660
H -5.128 3.702 1.064
H -4.728 2.450 2.276
H -6.292 3.174 2.268
H -7.105 0.894 2.228
H -5.461 0.474 2.375
H -7.563 -0.276 0.447
H -6.733 -1.387 1.399
H -5.788 -1.664 -0.440
H -5.133 0.992 -1.383
H -6.786 0.303 -1.506
H -6.015 -1.585 -2.605
H -4.358 -1.270 -2.209
H -5.195 -1.829 -4.880
H -3.519 -1.290 -4.206
H -4.273 -0.442 -5.571
C -2.011 1.684 -10.191
O -1.791 2.217 -8.924
C -1.864 3.648 -8.843
C -1.482 3.988 -7.421
N -2.407 3.461 -6.452
C -3.625 4.159 -6.407
C -4.563 3.635 -5.308
O -3.783 3.690 -4.108
C -4.542 3.276 -2.924
H -1.420 2.234 -10.951
H -3.054 1.787 -10.433
H -1.686 0.666 -10.250
H -2.920 3.844 -9.142
H -1.169 4.099 -9.523
H -1.253 5.074 -7.241
H -0.557 3.449 -7.308
H -2.005 3.356 -5.505
H -4.185 4.011 -7.294
H -3.423 5.276 -6.398
H -4.818 2.628 -5.541
H -5.465 4.256 -5.244
H -3.873 3.463 -2.121
H -4.637 2.192 -2.993
H -5.539 3.743 -2.915
C -1.245 -2.295 -5.241
O -0.081 -2.604 -6.047
C -0.212 -2.251 -7.405
C 0.790 -3.018 -8.311
N 2.134 -2.749 -7.991
C 3.271 -3.235 -8.799
C 4.438 -2.196 -8.846
O 5.063 -2.122 -7.590
C 6.384 -1.581 -7.581
H -2.127 -2.796 -5.567
H -1.475 -1.248 -5.107
H -1.087 -2.637 -4.253
H 0.059 -1.170 -7.525
H -1.218 -2.388 -7.713
H 0.637 -2.520 -9.310
H 0.537 -4.071 -8.531
H 2.389 -3.075 -7.077
H 2.935 -3.170 -9.881
H 3.696 -4.222 -8.612
H 4.138 -1.208 -9.163
H 5.210 -2.532 -9.552
H 7.090 -2.290 -7.962
H 6.652 -1.302 -6.598
H 6.376 -0.683 -8.182
C -0.750 6.699 6.727
O 0.231 6.206 5.890
C -0.328 5.790 4.641
C 0.799 5.557 3.663
N 1.699 4.514 4.188
C 3.039 4.545 3.769
C 3.876 3.461 4.402
O 3.704 3.527 5.849
C 4.605 2.613 6.408
H -1.537 5.975 7.030
H -1.304 7.464 6.150
H -0.324 7.279 7.605
H -1.080 6.577 4.318
H -0.995 4.870 4.831
H 1.427 6.512 3.556
H 0.460 5.341 2.679
H 1.651 4.543 5.180
H 3.544 5.504 3.870
H 3.075 4.268 2.727
H 4.914 3.481 4.100
H 3.546 2.498 3.972
H 5.653 2.926 6.279
H 4.454 1.586 5.895
H 4.362 2.510 7.489
C -2.455 -1.042 1.743
O -2.143 -2.389 1.951
C -2.949 -3.060 2.919
C -4.438 -3.118 2.496
N -4.636 -3.499 1.124
C -4.049 -4.734 0.659
C -4.596 -5.093 -0.672
O -4.272 -4.050 -1.600
C -3.349 -4.395 -2.587
H -2.363 -0.410 2.704
H -3.489 -0.891 1.329
H -1.793 -0.760 0.941
H -2.812 -2.604 3.917
H -2.527 -4.095 2.913
H -4.907 -2.140 2.722
H -4.902 -3.801 3.255
H -4.347 -2.705 0.590
H -4.201 -5.534 1.434
H -2.940 -4.706 0.612
H -5.760 -5.160 -0.713
H -4.108 -6.082 -0.963
H -3.774 -5.025 -3.417
H -2.477 -4.931 -2.135
H -2.976 -3.436 -2.987
C 1.041 -7.026 4.918
O 0.199 -6.282 5.827
C 0.303 -4.866 5.718
C -0.919 -4.321 6.506
N -0.703 -2.977 7.002
C -0.245 -1.975 6.019
C 0.230 -0.711 6.647
O 0.693 0.057 5.578
C 1.071 1.367 5.953
H 0.691 -8.079 4.999
H 2.109 -6.968 5.228
H 0.882 -6.695 3.912
H 0.390 -4.570 4.631
H 1.287 -4.604 6.226
H -0.828 -4.973 7.356
H -1.780 -4.397 5.940
H -0.008 -2.976 7.718
H -1.082 -1.761 5.248
H 0.637 -2.333 5.462
H 1.101 -0.863 7.232
H -0.532 -0.258 7.268
H 0.224 1.935 6.299
H 1.466 1.848 5.019
H 1.949 1.259 6.597
C -2.630 5.544 -1.226
O -1.846 4.358 -1.388
C -1.021 4.491 -2.568
C 0.518 4.405 -2.318
N 1.066 3.009 -2.016
C 2.567 3.034 -1.776
C 3.352 2.937 -3.043
O 3.537 4.247 -3.618
C 4.064 4.268 -4.888
H -3.101 5.997 -2.086
H -2.056 6.333 -0.736
H -3.471 5.271 -0.578
H -1.202 5.438 -3.047
H -1.340 3.633 -3.147
H 0.891 5.180 -1.673
H 0.923 4.662 -3.304
H 0.637 2.842 -1.099
H 2.753 2.125 -1.217
H 2.836 3.884 -1.190
H 2.943 2.334 -3.835
H 4.361 2.602 -2.906
H 4.969 3.572 -5.035
H 4.484 5.257 -5.096
H 3.298 4.070 -5.607
C 2.179 0.796 -6.765
O 1.705 -0.152 -5.805
C 0.867 0.412 -4.828
C 0.865 -0.643 -3.726
N 1.309 -0.179 -2.436
C 0.892 -1.104 -1.415
C 1.342 -0.546 -0.051
O 0.658 0.680 0.235
C 1.132 1.219 1.445
H 2.718 0.234 -7.541
H 2.957 1.517 -6.316
H 1.431 1.356 -7.262
H -0.094 0.613 -5.283
H 1.307 1.312 -4.501
H 1.572 -1.408 -4.045
H -0.145 -1.034 -3.614
H 0.870 0.710 -2.269
H 1.356 -2.042 -1.549
H -0.219 -1.324 -1.327
H 2.413 -0.434 0.014
H 1.137 -1.289 0.778
H 0.274 1.743 1.858
H 1.934 1.851 1.164
H 1.408 0.414 2.147
C 4.515 -4.489 5.402
O 3.595 -3.657 4.766
C 3.854 -3.260 3.466
C 2.642 -2.470 2.976
N 1.529 -3.231 2.525
C 1.756 -4.053 1.346
C 0.528 -4.313 0.383
O 1.056 -4.769 -0.789
C 0.103 -5.100 -1.762
H 4.099 -4.781 6.316
H 5.502 -4.006 5.598
H 4.788 -5.402 4.835
H 4.048 -4.119 2.851
H 4.730 -2.535 3.380
H 3.038 -1.877 2.127
H 2.219 -1.757 3.712
H 0.756 -2.570 2.329
H 2.207 -5.062 1.509
H 2.525 -3.684 0.628
H -0.049 -3.337 0.244
H -0.224 -4.997 0.798
H 0.625 -5.225 -2.731
H -0.553 -4.236 -1.804
H -0.476 -6.038 -1.539
O 3.433 -2.383 -5.175
H 2.879 -1.646 -5.412
H 4.071 -2.329 -5.912
O 4.735 -2.500 -0.477
H 4.545 -2.054 -1.328
H 4.558 -1.790 0.221
O -2.412 0.505 -2.750
H -2.584 0.509 -1.802
H -3.295 0.738 -3.114
O 4.289 -0.685 -2.869
H 3.345 -0.381 -2.819
H 4.254 -1.127 -3.777
O -2.514 1.508 -0.138
H -1.709 0.960 0.057
H -2.129 2.277 -0.658
O -2.635 0.379 -6.905
H -2.429 0.650 -7.810
H -2.421 1.204 -6.418

Properties
Orbital gap   8.605 eV
Spin multiplicity   1
F_max   4.2 eV/Å
E_LUMO   0.478 eV
Electronic energy   -5329.2300 Ha
Total charge   0

---

Entry 2:
The following is a quantum chemistry calculation of a 11-piece molecular cluster, C66H55F11 overall at a distorted geometry, from the Open Molecules 2025 dataset.

Element x y z (Å)
F -3.729 -1.908 24.621
C -4.189 -0.855 25.360
C -5.555 -0.687 25.574
C -6.017 0.353 26.418
C -5.096 1.240 26.963
C -3.736 1.042 26.788
C -3.283 -0.043 26.021
H -6.244 -1.364 25.089
H -7.060 0.346 26.671
H -5.441 2.089 27.550
H -2.977 1.617 27.293
H -2.248 -0.288 25.858
F -6.698 -4.571 18.879
C -5.725 -3.926 19.586
C -4.498 -3.743 19.002
C -3.512 -3.049 19.726
C -3.722 -2.556 20.994
C -4.973 -2.833 21.578
C -5.977 -3.486 20.879
H -4.208 -4.096 18.017
H -2.513 -2.892 19.336
H -2.951 -2.033 21.563
H -5.155 -2.530 22.596
H -6.938 -3.685 21.324
F -9.445 -4.313 30.925
C -9.046 -4.792 29.698
C -9.682 -5.877 29.093
C -9.221 -6.264 27.815
C -8.208 -5.513 27.181
C -7.677 -4.391 27.829
C -8.089 -4.018 29.081
H -10.496 -6.406 29.577
H -9.694 -7.105 27.313
H -7.953 -5.731 26.159
H -6.949 -3.763 27.316
H -7.595 -3.244 29.652
F -1.494 -3.880 23.179
C -0.370 -4.221 22.450
C -0.281 -5.442 21.807
C 0.884 -5.757 21.132
C 1.937 -4.854 21.103
C 1.838 -3.645 21.785
C 0.677 -3.343 22.466
H -1.071 -6.174 21.801
H 1.008 -6.706 20.627
H 2.843 -5.094 20.554
H 2.717 -3.009 21.795
H 0.618 -2.450 23.074
F -7.748 -10.628 21.539
C -8.763 -10.593 22.412
C -8.695 -9.873 23.595
C -9.755 -9.965 24.456
C -10.907 -10.603 24.056
C -11.010 -11.285 22.868
C -9.890 -11.330 22.049
H -7.776 -9.395 23.887
H -9.806 -9.355 25.355
H -11.784 -10.562 24.696
H -11.865 -11.906 22.669
H -9.911 -11.882 21.114
F -8.324 -10.731 28.461
C -7.542 -9.757 29.052
C -6.626 -9.064 28.306
C -5.865 -8.061 28.891
C -6.073 -7.747 30.245
C -7.033 -8.436 30.977
C -7.743 -9.480 30.377
H -6.569 -9.346 27.262
H -5.162 -7.450 28.331
H -5.534 -6.938 30.728
H -7.117 -8.272 32.048
H -8.523 -9.975 30.946
F -5.598 -11.667 23.573
C -5.579 -12.036 24.872
C -4.331 -12.194 25.427
C -4.258 -12.539 26.760
C -5.429 -12.813 27.435
C -6.680 -12.632 26.862
C -6.766 -12.205 25.559
H -3.425 -12.118 24.838
H -3.306 -12.641 27.273
H -5.354 -13.073 28.483
H -7.558 -12.836 27.470
H -7.720 -12.029 25.109
F 0.691 -11.463 25.210
C -0.288 -10.528 25.331
C -0.316 -9.452 24.455
C -1.264 -8.472 24.651
C -2.225 -8.552 25.639
C -2.140 -9.584 26.595
C -1.138 -10.574 26.434
H 0.290 -9.454 23.554
H -1.227 -7.610 24.001
H -2.870 -7.679 25.731
H -2.848 -9.664 27.409
H -0.947 -11.352 27.173
F -5.931 -8.876 22.666
C -5.403 -7.752 23.210
C -4.657 -6.952 22.353
C -4.086 -5.820 22.918
C -4.289 -5.518 24.250
C -5.028 -6.333 25.068
C -5.619 -7.489 24.572
H -4.474 -7.234 21.329
H -3.567 -5.093 22.316
H -3.873 -4.641 24.728
H -5.126 -6.113 26.132
H -6.227 -8.177 25.141
F -4.561 -2.940 27.869
C -3.593 -3.906 27.789
C -3.769 -4.972 28.674
C -2.801 -5.976 28.628
C -1.698 -5.805 27.789
C -1.554 -4.683 26.984
C -2.539 -3.723 26.925
H -4.670 -5.023 29.266
H -2.842 -6.824 29.317
H -0.991 -6.626 27.692
H -0.660 -4.629 26.381
H -2.497 -2.825 26.320
F -4.521 -10.942 21.243
C -3.244 -10.544 21.124
C -2.269 -11.371 21.684
C -0.942 -11.016 21.503
C -0.622 -9.896 20.758
C -1.615 -9.133 20.149
C -2.968 -9.418 20.308
H -2.548 -12.223 22.294
H -0.122 -11.607 21.888
H 0.365 -9.514 20.510
H -1.371 -8.294 19.508
H -3.758 -8.883 19.791

Properties
Orbital gap   9.479 eV
Spin multiplicity   1
F_max   1.9 eV/Å
E_LUMO   0.509 eV
Electronic energy   -3646.4660 Ha
SMILES   Fc1ccccc1.Fc1ccccc1.Fc1ccccc1.Fc1ccccc1.Fc1ccccc1.Fc1ccccc1.Fc1ccccc1.Fc1ccccc1.Fc1ccccc1.Fc1ccccc1.Fc1ccccc1
Total charge   0

---

Among the records above, which one has the lowest E_LUMO?
C66H177N11O28

---

What is the orbital gap in the first record?
8.605 eV